(1)
Molecular formula: C6H10
Method: DFT, wB97M-V/def2-TZVPD

E_HOMO, hartree: -0.264
Lowest unoccupied orbital energy, eV: -1.26

Geometry as XYZ:
```
16
Properties=species:S:1:pos:R:3:mulliken_charge:R:1
C 0.69399 -0.62885 1.15873 -1.307
C 0.17859 -0.08279 -0.17080 0.522
C -1.34540 0.03120 -0.14167 -0.212
C -1.91248 0.95202 0.94310 -1.088
C 1.04848 -0.77245 -1.28340 -0.238
C 1.70697 0.48157 -0.97132 -0.673
H 0.40796 -1.68806 1.28821 0.287
H 1.79405 -0.58801 1.26530 0.380
H 0.23948 -0.01691 1.90896 0.442
H -1.92279 0.01889 -1.04482 0.312
H -1.35429 1.87567 1.18427 0.321
H -3.01924 1.13781 0.71150 0.312
H -1.97375 0.52222 1.94353 0.346
H 1.68008 -1.67820 -0.98963 0.158
H 0.44669 -0.91373 -2.15478 0.297
H 1.48090 1.44617 -1.32038 0.140
```

(2)
Molecular formula: C6H10
Method: DFT, wB97M-V/def2-TZVPD

E_HOMO, hartree: -0.334
Lowest unoccupied orbital energy, eV: 1.20
SMILES: C[C@@H]1C=CCC1

Geometry as XYZ:
```
16
Properties=species:S:1:pos:R:3:mulliken_charge:R:1
C -1.64131 -0.99320 -0.15326 -1.374
C -0.10868 -0.86693 -0.02629 0.459
C 0.29731 -0.24770 1.29505 -0.711
C 0.85967 0.94973 1.15221 -0.324
C 0.96511 1.36358 -0.29443 -0.605
C 0.55603 0.08418 -1.06028 -0.743
H -2.15459 -0.22825 0.43885 0.348
H -1.99413 -1.97120 0.19175 0.334
H -1.96954 -0.88029 -1.19247 0.346
H 0.31764 -1.87461 -0.12472 0.329
H 0.08540 -0.72669 2.24893 0.390
H 1.18424 1.58816 1.97061 0.400
H 0.29204 2.20516 -0.50627 0.254
H 1.97432 1.70087 -0.56006 0.309
H 1.44682 -0.39917 -1.47610 0.295
H -0.11032 0.29636 -1.90351 0.292
```

(3)
Molecular formula: C6H10
Method: DFT, wB97M-V/def2-TZVPD

E_HOMO, hartree: -0.350
Lowest unoccupied orbital energy, eV: 1.23
SMILES: C=CC1CCC1

Geometry as XYZ:
```
16
Properties=species:S:1:pos:R:3:mulliken_charge:R:1
C -0.54047 -1.81883 1.23654 -0.720
C 0.51373 -1.13302 0.80193 -0.426
C 0.56397 -0.36387 -0.49385 0.311
C -0.80455 0.21939 -0.92531 -0.835
C -0.43496 1.49701 -0.14591 -0.499
C 1.03848 1.10504 -0.35202 -0.738
H -0.52343 -2.37974 2.16605 0.276
H -1.46874 -1.85799 0.67159 0.192
H 1.42896 -1.14308 1.39632 0.307
H 1.12245 -0.95467 -1.22924 0.377
H -0.82282 0.41467 -2.00091 0.268
H -1.71911 -0.31148 -0.65235 0.304
H -0.71638 1.38884 0.90597 0.247
H -0.78817 2.46430 -0.51205 0.342
H 1.77681 1.36486 0.41183 0.338
H 1.39407 1.46648 -1.32386 0.256
```

(4)
Molecular formula: C6H10
Method: DFT, wB97M-V/def2-TZVPD

E_HOMO, hartree: -0.344
Lowest unoccupied orbital energy, eV: 1.09
SMILES: CCC#CCC

Geometry as XYZ:
```
16
Properties=species:S:1:pos:R:3:mulliken_charge:R:1
C 2.83553 0.13659 0.35820 -1.092
C 1.91899 -0.88707 -0.31827 -0.588
C 0.49832 -0.63212 -0.04364 0.173
C -0.65998 -0.40331 0.20499 0.178
C -2.07472 -0.11932 0.47600 -0.593
C -2.67562 0.88156 -0.51664 -1.087
H 2.60235 1.14832 0.01296 0.296
H 2.70709 0.11327 1.44432 0.299
H 3.88580 -0.07145 0.12868 0.345
H 2.08582 -0.87362 -1.40188 0.285
H 2.17413 -1.89972 0.01869 0.282
H -2.17748 0.26417 1.49849 0.287
H -2.64014 -1.05848 0.44132 0.278
H -2.63213 0.48717 -1.53610 0.297
H -3.72264 1.08705 -0.27068 0.343
H -2.12534 1.82695 -0.49644 0.298
```

> The lowest E_HOMO belongs to which entry?

number 3

> Number 2 is which compound?

C6H10

> What is the formula in the third record?

C6H10

> Which formula does entry 2 have?

C6H10